No. 1
{
  "formula": "C7H5BrF3N2O2",
  "method": "ωB97M-V with the def2-TZVPD basis set",
  "multiplicity": 3,
  "s2": 2.0281,
  "orbital_gap_ev": [7.07, 4.31],
  "total_charge": -1,
  "symbols": ["C", "C", "C", "C", "C", "C", "C", "N", "N", "O", "O", "F", "F", "F", "Br", "H", "H", "H", "H", "H"],
  "xyz": [[-0.703, 0.495, -0.543], [-0.268, -0.542, -1.345], [-0.483, 0.580, 0.918], [0.760, 2.655, 1.050], [0.418, -1.747, -0.682], [0.715, -1.404, 0.571], [0.669, -2.993, -1.412], [0.752, -0.280, 1.121], [-0.264, 1.912, 1.461], [1.762, 2.160, 0.343], [0.755, 3.873, 1.257], [-0.257, -3.974, -1.212], [0.634, -2.741, -2.751], [1.870, -3.618, -1.122], [-3.785, 1.877, 1.736], [-1.491, 1.004, -1.000], [-0.698, -0.874, -2.330], [-1.229, 0.137, 1.626], [1.841, 1.167, 0.311], [-0.998, 2.315, 2.001]],
  "forces_ev_per_a": [[-0.476, -2.353, -1.412], [-0.360, -3.310, 0.935], [1.805, 0.431, 1.000], [-0.375, 4.246, 0.360], [-2.328, 3.232, -3.011], [2.927, -0.424, 2.789], [0.558, -1.841, -0.819], [-1.371, -0.284, 1.566], [0.196, -2.881, -0.913], [0.999, -1.875, -0.770], [0.387, -1.270, 0.025], [0.189, 0.706, 0.170], [0.364, -0.243, 0.616], [-1.077, 1.104, -0.316], [0.352, -0.172, -0.028], [-0.943, 1.671, -0.349], [0.463, 1.484, 0.807], [-0.165, 0.141, -1.183], [-0.456, 1.170, 0.415], [-0.689, 0.468, 0.117]]
}



No. 2
{
  "formula": "C7H5Cl2N",
  "method": "ωB97M-V with the def2-TZVPD basis set",
  "de_lowest_ev": 2.848,
  "orbital_gap_ev": 8.12,
  "smiles": "CC1=C(Cl)N=C(Cl)CC#C1",
  "symbols": ["C", "C", "C", "C", "C", "C", "C", "N", "Cl", "Cl", "H", "H", "H", "H", "H"],
  "xyz": [[0.343, -0.937, -0.640], [-0.787, -1.407, -0.746], [1.099, 0.250, -0.354], [0.319, 0.938, 0.615], [-1.817, -0.175, 0.827], [-1.834, -1.596, 0.195], [2.389, 0.765, -0.986], [-0.963, 0.699, 1.016], [0.967, 2.389, 1.317], [-3.390, 0.292, 1.489], [-2.847, -1.681, -0.267], [-1.484, -2.370, 0.825], [2.066, 1.455, -1.658], [3.013, -0.077, -1.397], [2.927, 1.456, -0.236]],
  "forces_ev_per_a": [[-0.221, 0.556, -1.389], [2.790, 0.438, -0.599], [-1.588, 0.724, 2.099], [1.987, -1.050, -1.862], [-1.118, -0.626, 0.811], [-1.982, 1.491, -0.904], [0.799, -1.582, 3.438], [1.162, 0.558, -0.289], [0.097, 0.151, 0.091], [-0.343, -0.406, -0.103], [0.746, -0.657, 0.695], [-0.663, -0.879, 1.284], [-0.614, 1.693, -2.759], [-0.609, 1.185, 0.390], [-0.444, -1.596, -0.902]]
}



No. 3
{
  "formula": "C7H5ClN2O4S3V",
  "method": "ωB97M-V with the def2-TZVPD basis set",
  "multiplicity": 2,
  "de_lowest_ev": 0.970,
  "s2": 0.7668,
  "orbital_gap_ev": [6.79, 7.31],
  "symbols": ["V", "C", "C", "N", "C", "C", "N", "C", "O", "O", "C", "O", "O", "H", "H", "H", "H", "H", "S", "C", "S", "S", "Cl"],
  "xyz": [[-0.349, -1.190, -1.906], [-1.394, -1.377, 2.050], [-0.348, -0.496, 1.490], [-0.015, -0.441, 0.217], [0.931, 0.525, 0.085], [1.209, 1.067, 1.322], [0.382, 0.403, 2.189], [2.152, 2.121, 1.792], [2.882, 2.708, 0.873], [2.211, 2.387, 2.965], [1.378, 0.825, -1.296], [2.207, 1.685, -1.540], [0.747, 0.083, -2.129], [-1.828, -1.949, 1.230], [-2.176, -0.794, 2.534], [-0.990, -2.058, 2.796], [0.360, 0.593, 3.183], [2.716, 2.414, -0.062], [-3.768, -0.722, -4.644], [-2.433, -0.862, -3.716], [-0.893, -1.446, -4.153], [-2.411, -0.406, -2.007], [-0.570, -3.070, -1.269]],
  "forces_ev_per_a": [[-3.681, 0.183, -1.245], [-0.103, -0.119, 0.063], [-0.099, -0.099, -0.015], [-0.216, -0.029, -0.362], [0.393, 0.569, 0.783], [0.076, -0.065, -0.765], [0.172, 0.069, -0.172], [-0.309, -0.242, 0.032], [0.300, 0.285, -0.261], [-0.025, -0.037, 0.047], [1.346, 1.680, 2.098], [-0.453, -0.562, -0.299], [2.717, 2.243, -1.909], [-0.010, -0.004, 0.146], [-0.062, 0.060, -0.044], [0.065, -0.091, -0.017], [-0.015, -0.030, -0.089], [-0.143, -0.130, 0.285], [0.519, -0.054, 0.255], [-1.202, 0.315, -0.104], [0.795, -0.323, -0.098], [-0.187, 0.255, 0.244], [0.118, -3.876, 1.428]]
}



No. 4
{
  "formula": "C7H5F2NO",
  "method": "ωB97M-V with the def2-TZVPD basis set",
  "de_lowest_ev": 2.929,
  "orbital_gap_ev": 8.26,
  "symbols": ["C", "C", "C", "C", "C", "C", "C", "N", "O", "F", "F", "H", "H", "H", "H", "H"],
  "xyz": [[-1.868, 1.091, -0.662], [1.173, -1.412, 0.180], [-0.099, -1.838, 0.722], [1.539, -0.147, 0.054], [-1.165, -1.148, 0.340], [-0.950, -0.005, -0.651], [0.646, 1.012, 0.104], [-2.262, 2.180, -0.645], [0.816, 2.036, -0.797], [-2.447, -1.271, 0.833], [0.178, 1.439, 1.304], [2.021, -2.037, 0.235], [0.002, -2.618, 1.547], [2.527, 0.033, -0.322], [-0.505, -0.272, -1.588], [0.396, 2.958, -0.654]],
  "forces_ev_per_a": [[0.330, 0.882, -0.120], [0.426, 0.877, 1.336], [-0.468, -1.481, 1.516], [1.028, 0.781, -1.011], [-0.936, 1.092, -0.398], [0.976, 0.811, 2.497], [-4.771, 0.375, -2.033], [-0.304, -0.747, -0.080], [0.553, 0.555, 0.836], [1.740, -0.159, -0.532], [0.939, -0.198, -0.360], [0.481, -1.276, -0.423], [-0.821, 1.030, -1.387], [0.585, 0.324, 0.259], [-0.146, -0.175, -0.521], [0.389, -2.691, 0.421]]
}



No. 5
{
  "formula": "C7H5F4NO2",
  "method": "ωB97M-V with the def2-TZVPD basis set",
  "orbital_gap_ev": 5.64,
  "smiles": "O=C1C(F)=C(F)C(=O)C(F)=C1F.CN",
  "symbols": ["F", "C", "C", "F", "C", "O", "C", "F", "C", "F", "C", "O", "C", "N", "H", "H", "H", "H", "H"],
  "xyz": [[-2.373, 0.348, 1.347], [-1.205, -0.328, 1.305], [-1.190, -1.677, 1.408], [-2.338, -2.376, 1.466], [0.044, -2.455, 1.424], [0.060, -3.693, 1.441], [1.260, -1.648, 1.407], [2.425, -2.318, 1.461], [1.241, -0.298, 1.307], [2.392, 0.407, 1.348], [0.008, 0.461, 1.172], [-0.006, 1.700, 0.998], [-0.105, 1.280, -2.697], [-0.171, 2.359, -1.767], [0.208, 1.664, -3.677], [0.589, 0.481, -2.395], [-1.110, 0.855, -2.807], [-0.195, 2.123, -0.774], [0.466, 3.115, -1.967]],
  "forces_ev_per_a": [[1.184, -0.637, -0.220], [-2.001, -0.767, 0.268], [-1.859, 0.708, -0.200], [1.027, 0.630, 0.051], [0.059, -2.970, -0.112], [-0.038, 2.714, 0.037], [1.830, 0.770, -0.202], [-1.057, 0.615, 0.055], [1.990, -0.745, 0.284], [-1.160, -0.656, -0.220], [0.005, 3.452, -0.071], [0.080, -3.332, 0.793], [-0.106, -0.454, -0.198], [-0.255, 1.018, 0.625], [-0.085, -0.219, 0.202], [-0.018, -0.061, -0.220], [0.197, -0.198, -0.179], [0.135, 0.297, -0.952], [0.072, -0.162, 0.257]]
}



No. 6
{
  "formula": "C7H5I2N3",
  "method": "ωB97M-V with the def2-TZVPD basis set",
  "de_lowest_ev": 0.000,
  "orbital_gap_ev": 8.56,
  "symbols": ["C", "C", "C", "C", "C", "C", "C", "N", "N", "N", "I", "I", "H", "H", "H", "H", "H"],
  "xyz": [[1.345, -1.929, 0.516], [-0.024, -1.740, 0.517], [-2.049, -0.454, 0.165], [2.136, -0.870, 0.097], [-0.596, -0.527, 0.114], [0.312, 0.476, -0.313], [0.541, 2.736, -0.908], [1.626, 0.272, -0.310], [-0.079, 1.659, -0.888], [-2.701, 0.626, 0.086], [2.222, 3.310, 0.263], [-4.715, 0.663, 0.142], [1.776, -2.865, 0.829], [-0.673, -2.540, 0.844], [-2.522, -1.430, 0.300], [3.215, -0.923, 0.083], [0.188, 3.536, -1.538]],
  "forces_ev_per_a": [[-0.023, 0.127, 0.002], [-0.029, 0.268, -0.045], [-0.896, -0.097, 0.009], [-0.192, -0.361, 0.178], [0.984, 0.074, 0.023], [0.369, -0.952, 0.433], [-0.033, 0.025, 0.430], [-0.043, 0.277, -0.225], [-0.721, 0.240, -0.615], [0.784, 0.672, -0.106], [-0.103, 0.151, -0.081], [-0.176, -0.320, 0.046], [0.087, -0.103, 0.036], [-0.086, -0.045, -0.011], [-0.131, -0.056, -0.015], [0.159, -0.159, 0.002], [0.051, 0.259, -0.059]]
}



No. 7
{
  "formula": "C7H5IO2S",
  "method": "ωB97M-V with the def2-TZVPD basis set",
  "de_lowest_ev": 1.466,
  "orbital_gap_ev": 6.85,
  "symbols": ["C", "C", "C", "C", "C", "C", "C", "O", "O", "S", "I", "H", "H", "H", "H", "H"],
  "xyz": [[0.966, -0.304, -0.395], [0.394, -1.134, 0.511], [0.345, 0.866, -0.695], [-0.846, -0.865, 0.957], [-0.833, 1.306, -0.110], [-1.522, 0.396, 0.725], [-2.807, 0.407, 1.304], [-4.619, 2.341, 0.861], [-3.301, 1.823, -1.126], [-3.801, 1.345, 0.153], [-5.462, -0.500, -0.474], [1.879, -0.644, -0.716], [0.837, -1.989, 0.816], [0.778, 1.526, -1.295], [-1.250, -1.677, 1.599], [-1.195, 2.415, -0.280]],
  "forces_ev_per_a": [[-0.837, -0.096, 0.872], [-1.405, 1.102, -0.787], [-1.866, 0.009, 1.693], [-1.383, -0.001, 2.175], [-0.486, 1.601, -0.391], [1.030, -1.787, 0.346], [-0.074, 0.069, -0.788], [1.340, -1.542, -0.191], [0.269, -0.878, 0.785], [-3.538, 2.618, -0.740], [0.914, 0.429, 0.377], [2.200, 0.022, -1.409], [1.467, -2.668, 0.752], [2.004, 2.619, -2.646], [-0.404, 1.172, -0.374], [0.769, -2.667, 0.325]]
}



No. 8
{
  "formula": "C7H5N",
  "method": "ωB97M-V with the def2-TZVPD basis set",
  "de_lowest_ev": 4.332,
  "orbital_gap_ev": 8.18,
  "smiles": "C#Cc1ccncc1",
  "symbols": ["C", "C", "C", "C", "C", "C", "C", "H", "H", "H", "H", "H", "N"],
  "xyz": [[-3.121, 0.041, -0.422], [-1.877, -0.284, 0.231], [-0.518, -0.125, 0.170], [0.350, -1.212, 0.138], [1.629, -1.134, -0.084], [1.442, 1.187, -0.283], [0.042, 1.161, 0.250], [-4.139, 0.276, -0.435], [0.083, -2.255, 0.099], [2.347, -2.005, -0.222], [2.069, 2.167, -0.013], [-0.513, 2.003, 0.752], [2.207, 0.179, -0.181]],
  "forces_ev_per_a": [[11.332, -2.841, 5.734], [-13.029, 2.818, -5.577], [1.996, 1.794, 1.152], [-1.661, -2.715, -0.932], [4.978, 3.066, -0.579], [-1.037, 4.057, 5.413], [1.084, -0.774, -1.327], [-1.191, -0.017, -0.010], [-1.345, -0.048, 0.318], [-1.129, 1.370, 0.488], [-1.662, -1.533, -1.537], [0.662, -0.733, -1.430], [1.003, -4.444, -1.714]]
}



No. 9
{
  "formula": "C7H5NO",
  "method": "ωB97M-V with the def2-TZVPD basis set",
  "de_lowest_ev": 3.547,
  "orbital_gap_ev": 8.76,
  "smiles": "O=C1C=Cn2cccc21",
  "symbols": ["C", "C", "C", "C", "C", "C", "C", "H", "H", "H", "H", "H", "N", "O"],
  "xyz": [[-1.779, -0.665, 0.066], [-2.049, 0.926, -0.010], [-0.884, 1.525, 0.098], [1.517, 0.602, -0.055], [2.028, -0.579, -0.166], [0.922, -1.506, 0.103], [-0.272, -0.758, 0.298], [-3.067, 0.927, 0.051], [-0.517, 2.609, 0.055], [2.047, 1.489, -0.600], [3.141, -0.905, -0.412], [1.216, -2.645, 0.715], [0.203, 0.501, 0.111], [-2.507, -1.523, -0.252]],
  "forces_ev_per_a": [[3.315, 2.624, -0.005], [2.000, -3.767, 0.834], [2.149, 0.831, -0.851], [1.186, 5.875, -3.006], [2.637, -6.494, 0.304], [1.202, -3.668, 3.022], [2.088, -0.404, -0.975], [-2.540, 1.891, -0.117], [-0.880, -1.806, 0.215], [-1.448, -1.101, 1.807], [-2.754, 0.898, 0.727], [-1.387, 3.423, -2.730], [-3.727, 3.175, 0.890], [-1.840, -1.476, -0.115]]
}



No. 10
{
  "formula": "C7H5NO4",
  "method": "ωB97M-V with the def2-TZVPD basis set",
  "de_lowest_ev": 2.208,
  "orbital_gap_ev": 9.88,
  "smiles": "O=C(O)c1cccnc1C(=O)O",
  "symbols": ["C", "C", "C", "C", "C", "C", "C", "H", "H", "H", "H", "H", "N", "O", "O", "O", "O"],
  "xyz": [[-1.283, 1.563, -0.036], [-0.046, 0.593, -0.045], [1.228, 1.210, 0.027], [2.413, 0.589, 0.053], [2.287, -0.779, -0.179], [-0.011, -0.799, 0.015], [-1.230, -1.574, 0.299], [-2.987, 1.863, -0.721], [1.384, 2.318, 0.081], [3.357, 1.106, 0.562], [3.285, -1.352, -0.109], [-2.359, -3.036, -0.329], [1.128, -1.410, 0.049], [-2.298, 1.054, -0.875], [-1.445, 2.616, 0.500], [-1.520, -2.569, -0.700], [-1.902, -1.393, 1.407]],
  "forces_ev_per_a": [[-0.625, -2.343, -1.793], [0.275, 2.307, 0.166], [-1.893, 3.561, 0.162], [2.273, -1.032, 1.092], [2.247, -0.923, 2.795], [-0.834, 1.964, 0.303], [-4.054, -1.751, 3.620], [1.842, -2.903, -0.813], [-1.223, -0.878, 0.177], [-1.893, -1.184, -2.092], [-1.997, 0.254, -0.500], [1.942, 1.063, -0.884], [2.069, -1.755, -1.986], [-0.685, 3.472, 1.933], [0.873, -0.155, 0.307], [-1.480, 1.505, 3.692], [3.163, -1.201, -6.178]]
}



No. 11
{
  "formula": "C7H6",
  "method": "ωB97M-V with the def2-TZVPD basis set",
  "de_lowest_ev": 2.973,
  "orbital_gap_ev": 10.39,
  "smiles": "C#C[C@@H]1C[C@@H]1C#C",
  "symbols": ["C", "C", "C", "C", "C", "C", "C", "H", "H", "H", "H", "H", "H"],
  "xyz": [[-0.539, 0.929, 0.030], [0.112, 1.124, -1.228], [0.275, 0.644, 1.344], [0.626, 1.412, -2.263], [-0.686, -0.408, 0.790], [0.443, -2.697, 0.014], [-0.160, -1.678, 0.363], [-1.412, 1.606, -0.123], [1.362, 0.705, 1.293], [0.054, 1.247, 2.138], [0.964, 1.559, -3.224], [-1.645, -0.754, 1.184], [0.604, -3.689, -0.316]],
  "forces_ev_per_a": [[-0.203, -0.159, 0.271], [0.560, -0.779, 0.552], [-0.909, 0.313, -2.447], [-0.333, -0.273, 0.374], [0.722, -0.386, -0.263], [-2.343, 2.517, 0.921], [2.818, -2.184, -1.684], [0.304, -0.638, 1.610], [-0.200, -1.169, -0.756], [-1.435, 1.139, 2.135], [0.650, 0.345, -1.316], [-0.066, 1.519, 0.673], [0.435, -0.246, -0.070]]
}



No. 12
{
  "formula": "C7H6BNO2S",
  "method": "ωB97M-V with the def2-TZVPD basis set",
  "de_lowest_ev": 2.439,
  "orbital_gap_ev": 8.21,
  "symbols": ["B", "C", "C", "C", "C", "C", "C", "C", "N", "O", "O", "S", "H", "H", "H", "H", "H", "H"],
  "xyz": [[1.284, -0.441, 0.140], [-0.480, 1.450, 0.571], [0.907, 1.192, -0.025], [-1.326, 0.467, 0.968], [-1.079, -3.330, 0.725], [0.934, 1.479, -1.500], [0.151, -1.440, 0.513], [-1.082, -0.893, 0.734], [0.034, -2.804, 0.478], [2.620, -0.616, 0.002], [-0.074, 0.828, -2.008], [-2.306, -2.090, 0.928], [-0.598, 2.528, 0.664], [1.591, 1.836, 0.483], [-2.319, 0.675, 1.310], [-1.233, -4.317, 0.707], [3.070, -1.421, 0.277], [-0.212, 1.178, -2.978]],
  "forces_ev_per_a": [[0.695, 1.209, 0.408], [0.682, -0.610, 0.151], [-1.519, -2.334, 0.199], [-0.284, 3.022, -0.982], [-0.716, 4.328, -0.140], [0.425, 0.464, 0.457], [-1.004, -0.193, -0.676], [0.093, -1.084, 0.474], [3.851, -0.862, -0.331], [0.301, -0.183, 0.101], [-1.296, 1.034, -3.274], [-0.001, -0.131, 0.282], [-0.955, -0.299, 0.350], [0.818, 0.173, 0.229], [-0.300, 0.602, 0.376], [-0.916, -3.557, 0.026], [-0.480, -0.251, -0.191], [0.606, -1.329, 2.542]]
}